Entry 1:
Computed, not measured: C3H5BaO3 as an isolated structure at a distorted geometry, with the ωB97M-V functional and the def2-TZVPD basis.

Values from the calculation:
Molecular weight in g/mol: 226.40
HOMO (spin up / spin down) in eV: -11.08 / -11.08
Total energy in Eh: -367.98190
Net charge: +1
Maximum force in Eh/bohr: 0.15933

Last column: Löwdin charge in e.
Atoms and positions in Å:
H (0.52, -0.68, -1.78)  0.242
C (-0.61, -0.43, -0.82)  -0.339
C (0.20, 0.63, -1.48)  -0.184
O (0.44, 0.69, 0.33)  -0.108
C (0.32, 0.20, 1.49)  -0.453
O (0.65, 1.08, 2.40)  0.069
H (-1.66, -0.18, -1.06)  0.145
H (-0.21, 1.63, -1.32)  0.137
H (0.77, 0.63, 3.25)  0.091
H (0.04, 0.66, -2.56)  0.052
Ba (0.14, -2.62, 1.74)  1.898
O (-0.58, -1.61, -0.20)  -0.549

---

Entry 2:
Computed, not measured: C43H37ClN3O4PV as an isolated structure, with the ωB97M-V functional and the def2-TZVPD basis.

Values from the calculation:
Molecular weight in g/mol: 777.16
HOMO in eV: -10.96
Total energy in Eh: -3871.45374
Net charge: +1
Maximum force in Eh/bohr: 0.01009

Last column: Löwdin charge in e.
Atoms and positions in Å:
V (0.77, 0.69, -0.52)  1.085
C (-2.59, 0.72, -2.86)  -0.019
C (-1.46, 1.54, -3.42)  -0.198
C (-1.38, 1.77, -4.79)  -0.030
C (-0.43, 2.63, -5.32)  -0.061
C (0.43, 3.32, -4.47)  -0.036
C (0.39, 3.11, -3.10)  -0.204
C (1.22, 3.96, -2.18)  -0.012
C (-0.53, 2.18, -2.60)  -0.196
N (-0.51, 1.94, -1.18)  -0.006
C (-1.33, 2.75, -0.41)  -0.418
O (-2.17, 3.51, -0.81)  0.163
C (-0.99, 2.55, 1.03)  -0.147
C (-1.53, 3.20, 2.11)  0.051
C (-1.02, 2.90, 3.37)  0.010
C (0.02, 1.98, 3.50)  0.051
C (0.50, 1.39, 2.36)  -0.191
N (0.00, 1.67, 1.16)  0.080
C (1.63, 0.42, 2.25)  -0.457
O (2.26, 0.00, 3.18)  0.168
N (1.87, 0.13, 0.90)  -0.005
C (3.17, -0.43, 0.63)  -0.192
C (4.27, 0.44, 0.72)  -0.210
C (4.13, 1.87, 1.15)  -0.024
C (5.53, -0.08, 0.43)  -0.029
C (5.69, -1.41, 0.08)  -0.056
C (4.60, -2.25, 0.04)  -0.035
C (3.32, -1.78, 0.32)  -0.188
C (2.16, -2.74, 0.33)  -0.013
H (-3.44, 1.37, -2.66)  0.100
H (-2.90, -0.04, -3.58)  0.091
H (-2.31, 0.22, -1.94)  0.038
H (-2.09, 1.28, -5.45)  0.119
H (-0.38, 2.79, -6.39)  0.113
H (1.13, 4.03, -4.88)  0.118
H (1.92, 4.57, -2.74)  0.093
H (0.57, 4.63, -1.60)  0.096
H (1.80, 3.38, -1.46)  0.054
H (-2.33, 3.91, 1.96)  0.140
H (-1.42, 3.39, 4.25)  0.130
H (0.45, 1.73, 4.46)  0.140
H (3.25, 2.35, 0.72)  0.068
H (4.05, 1.93, 2.24)  0.094
H (5.00, 2.44, 0.84)  0.091
H (6.39, 0.58, 0.48)  0.120
H (6.68, -1.79, -0.14)  0.111
H (4.73, -3.30, -0.19)  0.116
H (2.52, -3.76, 0.49)  0.092
H (1.46, -2.50, 1.14)  0.046
H (1.60, -2.73, -0.60)  0.078
C (-2.49, -5.39, 3.63)  -0.069
C (-3.45, -4.49, 3.18)  -0.067
C (-3.08, -3.28, 2.64)  -0.095
C (-1.72, -2.95, 2.53)  -0.389
C (-0.76, -3.85, 2.99)  -0.095
C (-1.14, -5.07, 3.53)  -0.070
P (-1.12, -1.38, 1.82)  1.136
C (-2.59, -0.31, 1.99)  -0.383
C (-3.34, 0.18, 0.92)  -0.086
C (-4.39, 1.06, 1.14)  -0.064
C (-4.71, 1.45, 2.43)  -0.072
C (-3.98, 0.96, 3.50)  -0.078
C (-2.92, 0.10, 3.29)  -0.115
C (-1.07, -1.71, 0.01)  -0.357
C (-1.74, -2.82, -0.51)  -0.054
C (-1.63, -3.18, -1.85)  -0.036
C (-0.86, -2.42, -2.71)  -0.048
C (-0.19, -1.31, -2.24)  -0.120
C (-0.29, -0.96, -0.89)  -0.209
H (-2.79, -6.34, 4.05)  0.109
H (-4.50, -4.74, 3.27)  0.110
H (-3.83, -2.58, 2.30)  0.109
H (0.29, -3.58, 2.94)  0.095
H (-0.39, -5.76, 3.89)  0.109
H (-3.11, -0.15, -0.09)  0.084
H (-4.96, 1.43, 0.29)  0.113
H (-5.54, 2.13, 2.60)  0.110
H (-4.24, 1.25, 4.51)  0.111
H (-2.35, -0.27, 4.13)  0.115
H (-2.34, -3.43, 0.14)  0.104
H (-2.16, -4.05, -2.21)  0.118
H (-0.76, -2.70, -3.76)  0.121
H (0.41, -0.72, -2.92)  0.043
Cl (2.23, -0.06, -4.63)  0.680
C (3.57, 0.35, -3.55)  -0.443
C (3.15, 1.11, -2.32)  -0.541
O (3.79, 1.98, -1.82)  0.159
O (1.98, 0.67, -1.76)  -0.163
H (4.29, 0.96, -4.09)  0.096
H (4.06, -0.57, -3.23)  0.099

---

Q: Which of these has the lowest maximum force?
A: C43H37ClN3O4PV

---

Q: Which formula does entry 2 have?
A: C43H37ClN3O4PV

---

Q: Among the records above, which one has the lowest maximum force?
A: C43H37ClN3O4PV

---

Q: total energy of number 2 (C43H37ClN3O4PV)?
A: -3871.45374 Eh